1.
The following is a quantum chemistry calculation of the molecule C3H6N2S2 at a distorted geometry, from the Open Molecules 2025 dataset.

The geometry in XYZ format:
```
13
Properties=species:S:1:pos:R:3:nbo_charge:R:1
H 1.117 2.353 2.010 0.35
N 0.960 2.112 1.055 -0.71
C 0.329 0.963 1.153 0.28
N 0.203 0.316 0.053 -0.57
S 1.291 0.818 -1.125 0.07
C -0.513 -0.822 -0.164 0.14
C -0.565 -1.448 -1.538 -0.70
S -1.612 -1.376 0.964 -0.10
H -0.268 0.599 1.962 0.22
H 2.106 1.702 -0.221 0.25
H -0.265 -0.646 -2.293 0.24
H -1.573 -2.034 -1.888 0.28
H 0.372 -2.197 -1.465 0.26
```

Properties
- net charge = 0
- HOMO energy (eV) = -8.59
- LUMO (eV) = -0.48
- SMILES string = [H]/N=C/N(S)C(C)=S

2.
The following is a quantum chemistry calculation of the molecule C3H6N2S2 at a distorted geometry, from the Open Molecules 2025 dataset.

The geometry in XYZ format:
```
13
Properties=species:S:1:pos:R:3:nbo_charge:R:1
H -1.888 -0.162 -2.177 0.33
N -1.228 0.566 -1.898 -0.64
C -0.770 0.385 -0.722 0.43
C 0.464 1.158 -0.340 -0.63
S 1.939 0.219 0.032 0.25
C 1.212 -0.835 1.278 -0.72
S -0.129 -1.830 0.570 0.40
N -1.179 -0.569 0.222 -0.81
H 0.276 1.864 0.474 0.23
H 0.695 1.741 -1.232 0.27
H 0.721 -0.133 1.948 0.23
H 1.953 -1.416 1.809 0.26
H -2.065 -0.988 0.037 0.39
```

Properties
- net charge = 0
- HOMO energy (eV) = -8.45
- LUMO (eV) = 0.56
- SMILES string = [H]/N=C1/CSCSN1

3.
The following is a quantum chemistry calculation of the molecule C3H6N2S3 at a distorted geometry, from the Open Molecules 2025 dataset.

The geometry in XYZ format:
```
14
Properties=species:S:1:pos:R:3:nbo_charge:R:1
S -2.141 0.329 -2.881 -0.06
C -0.748 -0.002 -2.113 -0.11
N -0.612 -0.128 -0.708 -0.54
S -1.993 0.037 0.273 0.14
C 0.651 -0.158 0.031 0.08
C 1.083 0.955 0.898 -0.26
N 0.616 -0.252 1.538 -0.56
S 1.473 -1.445 2.436 0.17
H 0.189 -0.034 -2.714 0.22
H -2.628 0.202 -0.951 0.13
H 1.498 -0.679 -0.596 0.21
H 2.084 1.302 0.920 0.20
H 0.335 1.743 1.049 0.21
H 0.193 -1.870 2.820 0.15
```

Properties
- net charge = 0
- HOMO energy (spin up / spin down) (eV) = -8.28 / -8.28
- LUMO (spin up / spin down) (eV) = 0.37 / 0.37
- SMILES string = S=CN(S)[C@H]1CN1S

One value per record, in order, for energy relative to the best compared isomer or geometry (same formula, charge and spin): 2.984, 1.110, 3.744 eV.
One value per record, in order, for E_tot: -27856.1126, -27857.9870, -38690.8065 eV.